Computed, not measured: a single C7H12 molecule, with wB97M-V/def2-TZVPD.

HOMO energy   -9.3986 eV
Charge   0
Energy above the lowest of the compared OMol25 structures with the same formula, charge and spin   133.1 kJ/mol
M   96.17 g mol⁻¹
Multiplicity   1

```
19
Properties=species:S:1:pos:R:3:forces:R:3
C 4.131 -0.046 0.135 -0.119 -0.027 0.018
C 2.881 -0.338 0.381 -0.051 -0.019 0.059
C 1.650 -0.643 0.698 0.183 0.038 0.003
C 0.465 -0.753 -0.232 0.000 -0.014 -0.078
C -0.691 0.151 0.215 -0.006 0.041 0.043
C -1.938 0.035 -0.661 0.029 -0.044 -0.038
C -3.076 0.932 -0.176 -0.036 0.033 0.022
H 4.489 0.981 0.150 -0.105 -0.134 -0.011
H 4.861 -0.825 -0.076 -0.148 0.087 -0.018
H 1.451 -0.826 1.755 0.008 0.017 -0.107
H 0.116 -1.796 -0.244 0.055 0.152 0.008
H 0.764 -0.508 -1.258 -0.012 -0.017 0.160
H -0.958 -0.093 1.254 0.044 0.029 -0.141
H -0.347 1.194 0.225 -0.043 -0.128 -0.005
H -2.277 -1.010 -0.680 0.065 0.136 0.011
H -1.682 0.293 -1.698 -0.019 -0.035 0.142
H -3.370 0.673 0.849 0.049 0.031 -0.148
H -2.774 1.986 -0.175 -0.032 -0.152 -0.005
H -3.963 0.839 -0.811 0.136 0.007 0.086
```
Forces are in eV/Å.